[1]
Molecular formula: C4H4N2
Method: DFT, ωB97M-V with the def2-TZVPD basis set

CARTESIAN COORDINATES (ANGSTROEM)
C (-0.3320, 2.2110, -0.6584)
H (-1.2278, -0.6220, 0.5048)
C (-0.2219, -0.2986, 0.1860)
N (0.6823, -0.5666, 1.2475)
H (-0.3640, 3.2132, -1.0144)
C (0.1293, -1.1280, -1.1318)
H (0.5901, -1.5238, 1.5713)
C (-0.2783, 1.0894, -0.2375)
H (1.6321, -0.3957, 0.9425)
N (-0.6174, -1.9810, -1.3852)

Its structure (SMILES) is C#C[C@H](N)C#N. As for the total energy: -7189.0843 eV. For the maximum force, the calculation gives 0.049 hartree/bohr. As for the LUMO energy: -0.21 eV. Its energy relative to the best compared isomer or geometry (same formula, charge and spin) is 347.76 kJ/mol. The orbital gap is 0.3752 Eh.

***

[2]
Molecular formula: C5H7NO
Method: DFT, ωB97M-V with the def2-TZVPD basis set

CARTESIAN COORDINATES (ANGSTROEM)
N (0.1378, 1.1047, -3.5676)
C (0.8472, 0.4475, 0.5328)
O (1.5045, 0.7507, -0.7267)
H (0.3711, -1.6395, 0.8800)
C (-0.1118, -0.7421, 0.4823)
H (1.5946, 0.3848, 1.3240)
H (0.2815, 1.3757, 0.6599)
C (-1.3881, -0.3824, 1.2352)
H (-1.9224, 0.4134, 0.7003)
H (-1.1660, -0.0224, 2.2456)
H (-0.3539, -0.9908, -0.5571)
H (-2.0567, -1.2418, 1.3186)
C (0.9352, 0.6615, -2.8473)
C (1.3270, -0.1193, -1.6799)

As for the total energy: -8831.8809 eV. For the maximum force, the calculation gives 0.019 hartree/bohr. As for the LUMO energy: -0.72 eV. Its energy relative to the best compared isomer or geometry (same formula, charge and spin) is 417.00 kJ/mol. The orbital gap is 0.3164 Eh.

***

[3]
Molecular formula: C5H7N3
Method: DFT, ωB97M-V with the def2-TZVPD basis set

CARTESIAN COORDINATES (ANGSTROEM)
H (-0.4329, 0.5370, 1.7760)
C (1.1869, 0.5241, -0.9977)
H (0.4287, -1.7108, 1.3748)
N (0.8181, 0.0379, 0.3267)
N (-2.8966, 1.3073, -0.2834)
H (1.5838, 1.5307, -0.8525)
C (-1.8329, -0.9436, -0.1453)
C (-2.3041, 0.3033, -0.1416)
C (0.5363, -1.3489, 0.4344)
H (1.2811, -1.9540, -0.1766)
H (0.2083, 1.9909, 0.6906)
H (0.2971, 0.6443, -1.6909)
N (-0.8962, -1.6530, 0.0510)
C (0.1769, 0.9168, 1.0996)
H (1.8455, -0.1821, -1.4653)

As for the total energy: -9763.0277 eV. For the maximum force, the calculation gives 0.117 hartree/bohr. As for the LUMO energy (alpha / beta): -0.63 / -0.63 eV. Its energy relative to the best compared isomer or geometry (same formula, charge and spin) is 613.65 kJ/mol. The orbital gap (alpha / beta) is 0.2156 / 0.2156 Eh.

***

[4]
Molecular formula: C11H9B2CrN3O26S
Method: DFT, ωB97M-V with the def2-TZVPD basis set

CARTESIAN COORDINATES (ANGSTROEM)
N (-3.2224, 2.2537, 1.2709)
O (2.2056, 1.3406, -3.3983)
N (-2.5176, -3.1944, -0.8860)
C (1.7288, 0.8411, -5.5950)
O (-3.1262, 3.1904, 0.5206)
C (-0.8615, 2.0604, -2.3720)
H (-4.5630, 1.1757, 2.5063)
N (0.2842, 2.2407, 1.7657)
O (4.5042, -0.3501, 0.6225)
C (5.3682, 0.2068, -0.2092)
Cr (-1.4413, -0.6417, 1.2316)
H (-0.0213, 2.1723, 3.8198)
O (-1.7982, -3.3668, -1.8449)
B (0.7726, 1.0113, -3.5293)
H (-4.3576, -4.2302, -1.1682)
O (5.9178, 1.2637, -0.0292)
O (-1.0999, 0.1644, -0.7827)
O (6.3912, -0.6322, -2.2358)
C (2.6236, -2.7183, 1.3848)
O (2.4776, -1.1893, -0.3664)
C (-0.6147, 0.6252, -1.8123)
O (-0.0328, 2.2038, -3.3810)
O (-2.4246, 1.3264, 1.3088)
O (2.2419, -3.3390, 2.3294)
O (4.6681, -1.7719, -1.2536)
C (1.7112, -1.7516, 0.5476)
O (-2.8940, -1.5377, 2.5152)
O (-2.4719, -2.2494, -0.1292)
H (-3.0587, -5.2766, -0.6773)
H (1.1343, 3.4950, 3.3554)
C (-3.4636, -4.2784, -0.5478)
O (0.4092, 1.0350, 1.7528)
B (3.9229, -1.4734, -0.0353)
O (-1.8315, -2.0127, 4.7088)
S (-2.3777, -1.0050, 3.7988)
O (3.8550, 1.7408, -4.8864)
H (-5.1697, 2.7447, 1.7732)
O (-1.3046, -0.1765, 3.2049)
C (2.7697, 1.3431, -4.5829)
O (-3.3590, -0.2610, 4.5568)
H (-4.0377, 2.6632, 3.1642)
H (-0.5885, 3.5912, 2.9934)
C (0.2635, 2.9126, 3.0749)
O (0.2297, 0.0109, -2.5585)
C (-4.3436, 2.2044, 2.2245)
C (5.5575, -0.7678, -1.3981)
O (3.8343, -2.6363, 0.8809)
O (0.3751, 2.9211, 0.7609)
O (0.6993, 0.4057, -4.8928)
O (0.5187, -1.6841, 0.7286)
O (-1.6575, 2.8409, -1.9431)
O (1.9051, 0.5923, -6.7650)
H (-3.7305, -4.0333, 0.4791)

The charge is -2. As for the multiplicity: 5. As for the total energy: -109874.5808 eV. For the maximum force, the calculation gives 0.068 hartree/bohr. As for the LUMO energy (alpha / beta): 3.64 / 3.59 eV. Its energy relative to the best compared isomer or geometry (same formula, charge and spin) is 86.50 kJ/mol. The orbital gap (alpha / beta) is 0.2620 / 0.2694 Eh.

***

[5]
Molecular formula: C2H8N3O
Method: DFT, ωB97M-V with the def2-TZVPD basis set

CARTESIAN COORDINATES (ANGSTROEM)
H (1.0399, 2.4840, -1.4162)
H (-1.3789, 1.0255, -0.5823)
H (1.6571, -1.5569, -0.3186)
H (0.2838, -1.5680, -1.2327)
C (-0.0781, -0.9698, 0.6192)
H (0.9307, 0.7639, -0.9459)
H (-0.1302, -0.3780, 2.5081)
N (0.4728, 1.6778, -1.1692)
N (0.4443, -0.2795, 1.6830)
C (-0.7673, 1.8395, -0.9596)
H (1.4357, -0.3271, 1.8654)
N (0.7893, -1.0696, -0.5095)
O (-1.2293, -1.3174, 0.5540)
H (-1.2152, 2.7995, -1.1843)

The charge is +1. As for the total energy: -8715.2729 eV. For the maximum force, the calculation gives 0.012 hartree/bohr. As for the LUMO energy: -5.13 eV. Its energy relative to the best compared isomer or geometry (same formula, charge and spin) is 116.05 kJ/mol. The orbital gap is 0.3393 Eh.

***

[6]
Molecular formula: C26H41AsN4Re
Method: DFT, ωB97M-V with the def2-TZVPD basis set

CARTESIAN COORDINATES (ANGSTROEM)
H (-4.1674, -0.6018, 4.0269)
H (3.1003, 1.5535, 0.9236)
H (1.0908, -2.7432, 4.1383)
C (3.8193, -1.1882, -0.7299)
C (0.9564, -1.8682, 2.1709)
C (-1.1646, 2.9018, -0.4980)
C (-1.5260, 0.3365, -3.1190)
H (2.2175, 2.8133, -2.6091)
H (1.9329, 2.2432, 2.4251)
H (0.1669, -3.8045, 1.6985)
H (1.4640, 4.5836, -0.4864)
N (3.0707, -0.2249, -0.1344)
H (6.8912, 0.2144, -0.5055)
H (-2.6900, -2.1418, -2.5195)
H (-1.1493, 1.2904, -2.7543)
C (-3.1867, -0.6973, 3.5635)
H (1.1696, -0.0826, -2.3838)
C (-5.9326, -0.4646, -0.6871)
H (-1.3958, -2.4097, -3.6885)
H (-1.4351, 3.5438, -1.3334)
H (0.6744, 3.6597, -2.8093)
C (-3.4268, -0.4820, -0.7323)
As (0.6555, 2.2933, -0.7312)
Re (0.8778, -0.1843, -0.2218)
H (3.8307, -3.0210, -1.5863)
C (1.0071, 1.8033, 2.7977)
H (0.8598, 2.1900, 3.8049)
N (0.9507, -0.5333, 1.7327)
H (-1.2109, -2.9656, -2.0174)
C (1.0751, -1.8617, 3.5092)
H (2.7226, 3.5080, 0.1259)
C (-2.1235, -0.5642, 1.2961)
C (-2.1653, -0.5255, -0.1088)
C (-3.2774, -0.6064, 2.0601)
C (3.7248, 0.8487, 0.3994)
H (-1.1763, -0.5979, 1.8044)
C (-4.5922, -0.5098, 0.0094)
H (-1.2296, 0.2275, -4.1631)
C (1.1354, 2.7051, -2.5616)
C (5.0655, 1.0450, 0.3021)
H (-6.0434, 0.4569, -1.2609)
H (-2.6096, 0.3804, -3.1006)
H (2.4856, -2.7287, -0.6363)
H (0.8170, 1.9552, -3.2793)
H (1.3050, 3.8851, 1.1356)
H (-2.5382, 0.0836, 3.9648)
N (-0.9458, -0.5341, -0.8380)
H (-6.7520, -0.5166, 0.0268)
H (-6.0384, -1.2989, -1.3824)
C (1.1360, -0.4872, 3.9361)
H (5.7605, -1.7880, -1.4182)
H (-3.5274, -0.4012, -1.8014)
C (1.6555, 3.7065, 0.1279)
H (1.6969, -3.5008, 0.9281)
H (0.6062, -0.9566, -3.7977)
C (5.1977, -1.0167, -0.9046)
C (-0.9343, -0.8347, -2.3114)
H (5.5241, 1.9139, 0.7556)
C (0.5409, -0.9656, -2.7099)
H (-1.2135, 3.4757, 0.4245)
C (0.7591, -3.0245, 1.2255)
H (1.2084, -0.1306, 4.9559)
H (0.9858, -1.8989, -2.3685)
C (1.0532, 0.3085, 2.8437)
H (0.1994, -2.7200, 0.3194)
C (-4.5035, -0.5870, 1.4013)
H (0.1804, 2.1600, 2.1796)
H (-5.4183, -0.6303, 1.9855)
H (-2.7637, -1.6575, 3.8649)
C (-1.6109, -2.1637, -2.6452)
N (3.2127, -2.3247, -1.1994)
C (5.8188, 0.0936, -0.3949)
H (-1.8534, 2.0647, -0.4344)

The charge is +2. As for the multiplicity: 2. As for the total energy: -96541.4241 eV. For the maximum force, the calculation gives 0.030 hartree/bohr. As for the LUMO energy (alpha / beta): -7.99 / -7.16 eV. The orbital gap (alpha / beta) is 0.1988 / 0.2293 Eh.

***

Q: The highest maximum force belongs to which entry?
A: C5H7N3

***

What did the second record say?
Molecular formula: C5H7NO
Method: DFT, ωB97M-V with the def2-TZVPD basis set

CARTESIAN COORDINATES (ANGSTROEM)
N (0.1378, 1.1047, -3.5676)
C (0.8472, 0.4475, 0.5328)
O (1.5045, 0.7507, -0.7267)
H (0.3711, -1.6395, 0.8800)
C (-0.1118, -0.7421, 0.4823)
H (1.5946, 0.3848, 1.3240)
H (0.2815, 1.3757, 0.6599)
C (-1.3881, -0.3824, 1.2352)
H (-1.9224, 0.4134, 0.7003)
H (-1.1660, -0.0224, 2.2456)
H (-0.3539, -0.9908, -0.5571)
H (-2.0567, -1.2418, 1.3186)
C (0.9352, 0.6615, -2.8473)
C (1.3270, -0.1193, -1.6799)

As for the total energy: -8831.8809 eV. For the maximum force, the calculation gives 0.019 hartree/bohr. As for the LUMO energy: -0.72 eV. Its energy relative to the best compared isomer or geometry (same formula, charge and spin) is 417.00 kJ/mol. The orbital gap is 0.3164 Eh.

***

Q: Which formula does entry 1 have?
A: C4H4N2